C2Cl2FN | ωB97M-V/def2-TZVPD

The geometry in XYZ format:
```
6
Properties=species:S:1:pos:R:3:forces:R:3:mulliken_charge:R:1
C 0.0937 -0.2647 0.2469 1.90 2.53 0.76 0.67
Cl -0.5669 1.4949 -0.0026 0.82 -0.73 0.90 -0.13
C -0.9682 -0.8971 -0.4121 -15.32 -4.05 -2.19 0.00
F 0.2319 -0.6345 1.5480 -0.34 0.56 -1.10 -0.14
Cl 1.7024 -0.2743 -0.5214 -0.70 -0.42 0.27 -0.09
N -2.3062 -1.1526 -0.5762 13.64 2.10 1.36 -0.31
```
Positions in Å, forces in eV/Å.

Summary:
energy relative to the best compared isomer or geometry (same formula, charge and spin): 60.5 kcal/mol
M: 127.93 g/mol
multiplicity: 1
SMILES: N#CC(F)(Cl)Cl
HOMO: -11.27 eV

=====

C12H14BCl3N6O2Pt | ωB97M-V/def2-TZVPD

The geometry in XYZ format:
```
39
Properties=species:S:1:pos:R:3:forces:R:3:mulliken_spin:R:1
C 2.0155 0.5121 -2.4819 -1.61 0.15 0.52 0.00
C 1.1172 1.3571 -3.1242 0.64 -0.01 -0.46 0.01
C 4.9133 -0.3536 2.4768 -0.85 -0.44 -0.92 0.00
H -0.9921 1.9025 -2.5643 0.33 -0.72 -0.02 0.00
H 2.9999 0.2237 -2.7743 0.42 -0.05 0.22 0.00
H -1.3446 3.2762 2.6227 0.02 -0.06 0.00 0.00
Pt -1.5801 -0.1098 -0.5724 -3.55 1.02 0.57 1.55
N -0.6112 -1.7660 -0.1400 0.94 -3.25 2.15 0.13
Cl -6.1952 0.8833 -3.0258 0.16 -0.19 0.37 0.00
H 5.8263 -0.1273 2.9970 0.19 -0.26 -0.05 0.00
H -1.7366 3.8622 4.2029 -0.62 -0.74 2.45 0.00
C -1.4971 4.1505 3.2513 0.62 0.76 -2.51 0.00
C -5.6165 0.8310 -1.3491 1.03 -0.38 0.07 0.00
C 0.8052 -3.4627 -0.3403 -0.20 0.81 0.04 0.06
C 4.7491 -0.8829 1.1763 -1.08 0.79 0.20 0.00
N 2.7345 -0.4466 1.9544 -0.72 1.42 1.81 0.00
C -0.4616 -3.9964 -0.1903 -0.37 0.23 0.20 0.00
C -1.3294 -2.9164 0.0071 2.22 -0.04 -0.60 0.04
H 3.2498 0.2797 3.8904 0.05 -0.09 -0.17 0.00
B 1.8945 -1.1712 -0.5158 2.39 -0.34 -0.55 0.00
H -0.5834 4.7404 3.2549 0.03 0.01 0.03 0.00
N 3.3789 -0.8351 0.8676 -0.31 -0.12 1.14 0.00
H 1.2848 1.9024 -4.0338 0.21 0.15 0.00 0.00
H -2.2989 4.7494 2.8252 -0.05 0.02 0.02 0.00
H 2.8882 -1.6526 -0.9345 -0.83 -0.76 -1.33 0.00
H -2.3734 -2.9353 0.2580 -0.20 0.33 -0.27 0.00
H 1.7468 -3.9293 -0.5945 -0.07 0.04 0.33 0.00
N 0.7357 -2.1104 -0.2387 -0.97 -0.63 -0.34 0.01
N 1.3788 -0.0493 -1.4095 -0.84 0.76 -0.57 -0.02
Cl -6.6862 -0.1237 -0.3323 0.00 -0.06 -0.11 0.00
O -3.7139 -0.3170 -0.1829 -0.24 1.06 -1.41 0.01
C -0.0871 1.2963 -2.4470 1.13 -1.07 1.25 -0.01
O -3.3606 0.4824 -2.2736 -0.76 -0.59 2.01 0.09
N 0.0647 0.3845 -1.4356 2.49 2.89 -1.78 0.12
Cl -5.5574 2.5079 -0.7250 0.21 -0.35 -0.05 0.00
C -4.1081 0.2448 -1.2802 0.37 0.55 -0.42 0.00
H 5.4969 -1.2713 0.4977 -0.17 0.21 -0.08 0.00
H -0.7507 -5.0236 -0.2592 0.07 -0.29 0.14 0.00
C 3.6039 -0.1057 2.9430 -0.07 -0.78 -1.88 0.00
```
Positions in Å, forces in eV/Å.

Summary:
M: 586.53 g/mol
multiplicity: 3
HOMO (alpha / beta): -7.86 / -7.86 eV

=====

C21H42Cl6F3N5O7 | ωB97M-V/def2-TZVPD

The geometry in XYZ format:
```
84
Properties=species:S:1:pos:R:3:forces:R:3:mulliken_charge:R:1
H 0.2649 -19.1141 7.3518 -0.10 0.34 -0.02 0.39
H -2.2704 -10.9236 8.9006 0.12 0.53 0.06 0.18
Cl -6.4175 -15.4654 9.6310 -0.48 0.38 -0.26 -0.12
N -2.6480 -17.1960 14.3033 0.14 1.76 0.20 0.23
H -2.3000 -17.8716 12.4165 0.35 -0.13 -0.11 0.11
F -1.2419 -13.0146 14.3363 -0.34 -0.05 -0.87 -0.28
C 0.0696 -12.0315 12.6681 4.57 2.49 -0.20 -0.12
C 0.8512 -10.1398 11.4056 1.21 1.74 -1.40 -0.17
C -1.3981 -18.1242 9.0474 -0.44 -0.02 1.82 -0.20
H 1.7578 -11.8193 8.7496 0.13 -0.02 -0.74 0.34
H 0.1553 -19.0009 11.3135 -0.40 0.00 -0.21 0.35
C -4.7242 -15.3817 9.9788 1.05 -1.63 0.11 1.14
H 1.3606 -17.7342 7.7871 -0.24 0.13 -0.23 0.29
C -9.0741 -17.8756 10.4117 0.24 0.65 0.21 -0.70
O -5.5763 -8.2404 9.5864 0.84 -0.19 -0.87 -0.62
C -10.0699 -18.7102 8.3479 -0.61 -0.24 -0.93 -0.91
H -5.8204 -20.7943 11.3299 -0.02 0.39 -0.23 0.43
C 1.3753 -12.8199 8.9509 -0.05 1.22 -0.54 -1.02
N -9.3163 -18.9848 9.5467 -0.39 0.07 -0.84 0.13
O -0.9930 -18.6699 13.8193 -0.48 0.24 -0.65 -0.70
H -3.4816 -15.1671 14.0515 0.69 -0.06 0.59 0.37
H -3.1731 -10.2516 11.2842 0.19 0.64 0.37 0.20
H 2.2246 -13.5029 8.9689 -0.15 -0.24 -0.22 0.39
C -0.4034 -14.3670 8.4766 -0.17 -0.27 0.52 -0.95
H -4.7318 -8.9205 7.8421 0.19 0.18 0.02 0.28
H 1.4096 -7.9985 11.8607 0.08 -0.33 -0.85 0.41
H 1.8582 -10.5480 11.4910 -0.16 -0.35 0.31 0.38
C -4.1911 -10.2157 10.8964 0.64 -1.13 1.34 -0.80
H -9.6595 -17.8937 7.7539 0.14 0.25 0.33 0.31
F -2.2430 -12.5622 12.4350 -0.12 -0.23 0.13 -0.12
H -1.6844 -18.3740 8.0140 -0.19 0.29 0.02 0.35
H -11.1306 -18.5237 8.5161 -0.03 0.50 0.56 0.35
Cl -5.1460 -18.5917 12.0433 -0.05 -1.04 -0.50 -0.07
C -8.8627 -20.2067 9.8610 -0.38 0.26 -0.72 0.18
C -5.0267 -20.1025 11.0479 1.16 0.37 -0.39 -0.15
N 0.3072 -13.2032 8.0004 0.78 0.76 0.04 0.36
C 0.1202 -12.6635 6.7579 -1.93 -2.40 -1.40 0.09
H 1.0285 -8.8856 13.2058 -0.23 -0.57 0.19 0.34
H 0.1134 -17.2384 11.0801 0.01 -0.14 0.27 0.09
H -9.9390 -17.6333 11.0293 -0.03 -0.03 0.14 0.28
O -2.1868 -17.8359 9.9524 0.19 -0.10 -0.96 -0.42
C -1.9191 -17.9601 13.4457 0.30 -0.04 0.99 0.64
C -1.1111 -12.9554 12.9896 1.20 1.09 0.84 1.19
H -10.1595 -19.5218 7.6258 0.69 -0.58 0.36 0.30
C 0.8026 -18.5984 8.1474 0.29 -0.27 0.97 -1.09
Cl -3.4400 -20.9454 11.3135 -0.92 0.53 0.18 -0.12
H -1.0272 -14.0193 9.3001 0.04 -0.32 0.38 0.30
O -8.3415 -20.4786 10.9143 0.59 -0.56 0.53 -0.60
H -1.6117 -17.8150 16.0347 -0.30 -0.34 -0.26 0.34
H 0.6412 -10.0454 10.3402 0.57 0.86 -0.21 0.27
Cl -3.7068 -15.3599 8.4798 -0.78 0.53 0.85 -0.17
N -0.0845 -18.2557 9.2733 1.35 -0.62 -0.21 0.30
H -3.3884 -17.5228 16.1811 0.08 -0.25 0.34 0.34
H 1.5566 -18.1771 10.6958 -0.05 0.07 -0.57 0.42
C -2.4493 -17.1797 15.7470 0.09 -0.75 0.16 -1.05
H 1.0699 -12.6495 9.9832 -0.75 -0.69 0.01 0.20
H -2.2260 -16.2338 16.2406 -0.07 0.55 -0.75 0.30
Cl -4.3084 -14.2134 11.2169 -0.03 0.80 -0.52 -0.17
N -4.1079 -9.9415 9.4997 0.61 -0.52 0.05 0.19
O 1.1994 -12.1929 13.1849 -4.48 0.48 -1.79 -0.55
Cl -5.0849 -19.6687 9.2998 -0.41 -0.21 0.86 -0.14
H -4.8573 -9.6449 11.5433 0.19 0.47 -0.72 0.35
C -3.3536 -10.9540 8.7826 -0.50 -0.06 -0.39 -0.59
H -3.6361 -11.9277 9.1828 -0.22 -0.13 -0.19 0.08
C 0.4671 -18.1822 10.6649 -0.51 0.54 -0.70 -0.82
H -9.0254 -20.8868 9.0106 0.09 -0.45 0.22 0.30
F -0.7139 -14.1267 12.5451 -0.64 -1.13 -0.29 -0.21
H -0.2724 -8.4066 12.1374 -0.05 -0.11 -0.14 0.29
H -8.8584 -17.0151 9.7784 0.01 0.13 0.11 0.17
H -8.2037 -18.0761 11.0364 -0.17 -0.03 0.03 0.20
H 1.5575 -19.2987 8.5051 -0.04 -0.12 0.04 0.39
C -3.6311 -16.2256 13.8386 -0.56 -0.59 -0.50 -0.46
C -4.8075 -8.9544 8.9400 -1.68 0.46 0.59 0.20
H 0.6576 -11.7267 6.5441 0.04 -0.19 0.16 0.32
H -4.4772 -16.3168 10.4815 0.08 -0.10 -0.52 -0.80
H -4.5942 -16.4962 14.2714 -0.25 0.09 0.00 0.40
H -3.6254 -10.9098 7.7279 0.22 -0.08 -0.02 0.33
H 0.3756 -15.0421 8.8308 -0.30 -0.36 0.28 0.29
C 0.7412 -8.8069 12.1573 -0.18 0.03 0.69 -1.37
H -1.0857 -14.9196 7.8306 0.51 0.58 -0.62 0.24
H -3.7452 -16.2169 12.7546 0.21 -0.56 0.08 -0.46
H -4.4502 -11.2637 11.0473 -0.56 -0.20 -0.24 0.18
O -0.6315 -13.2248 5.9072 1.94 1.90 2.19 -0.61
O -0.1725 -11.0301 11.6719 -1.41 -3.85 3.66 0.05
```
Positions in Å, forces in eV/Å.

Summary:
energy relative to the best compared isomer or geometry (same formula, charge and spin): 33.9 kcal/mol
M: 746.31 g/mol
multiplicity: 1
SMILES: CCOC(=O)C(F)(F)F.ClC(Cl)Cl.ClC(Cl)Cl.CN(C)C=O.CN(C)C=O.CN(C)C=O.CN(C)C=O.CN(C)C=O
HOMO: -9.13 eV